# 1
Density functional theory data (ωB97M-V/def2-TZVPD) for a structure of composition C4H5NO at a distorted geometry.

The geometry in ORCA input format:
```
! RIJCOSX wB97M-V def2-TZVPD def2/J DEFGRID3
* xyz 0 1
N -1.2225 2.3769 -0.5585
C -0.6385 1.3197 -0.2422
C -0.5054 0.0677 -0.9729
C 0.1794 -0.3847 0.0788
C 0.9032 -1.5728 0.5770
O 0.0990 0.8398 0.8684
H -1.1973 3.1336 0.1098
H -0.8802 -0.1726 -1.9539
H 0.8521 -2.3540 -0.1858
H 1.9503 -1.3118 0.7695
H 0.4599 -1.9417 1.5097
*
```

As for the HOMO energy: -9.450 eV. The largest force on an atom is 0.024 Eh/bohr.

***

# 2
Density functional theory data (ωB97M-V/def2-TZVPD) for the molecule C4H5NO at a distorted geometry.

The geometry in ORCA input format:
```
! RIJCOSX wB97M-V def2-TZVPD def2/J DEFGRID3
* xyz 0 1
C 0.2603 1.3494 -0.1602
C -1.6336 0.6748 0.3605
C 0.9886 0.1682 0.1107
C -0.0624 -1.0132 -0.1631
N -1.3152 -0.6622 0.4440
O -2.3292 -0.0679 -0.4757
H 0.6126 2.2826 0.4340
H 1.7816 0.0359 -0.6491
H 1.3153 0.1671 1.0711
H -0.0596 -1.1383 -1.2520
H 0.4416 -1.7963 0.2798
*
```

As for the HOMO energy (alpha / beta): -8.911 / -8.297 eV. The largest force on an atom is 0.077 Eh/bohr.

***

# 3
Density functional theory data (ωB97M-V/def2-TZVPD) for the molecule C4H5NO at a distorted geometry.

The geometry in ORCA input format:
```
! RIJCOSX wB97M-V def2-TZVPD def2/J DEFGRID3
* xyz 0 1
N -0.9393 1.6178 -2.8246
C -0.2272 1.1601 -2.0364
C 0.6690 0.5355 -1.0444
C -0.0582 -0.3613 -0.0982
C -0.4029 -0.8008 2.1707
O 0.0450 -0.1088 1.1707
H 1.1699 1.3228 -0.4712
H 1.4550 0.0062 -1.6052
H -0.6117 -1.2452 -0.3969
H -0.2311 -0.3866 3.1494
H -0.9171 -1.7336 1.9754
*
```

As for the HOMO energy (alpha / beta): -7.826 / -7.881 eV. The largest force on an atom is 0.022 Eh/bohr.